# 1
10
Properties=species:S:1:pos:R:3:forces:R:3 method="wB97M-V/def2-TZVPD" de_lowest_kj_mol=969.7 spin_multiplicity=1 total_charge=0 fmax_ev_per_a=1.69
H -2.090949 -1.513815 2.465727 0.1 0.2 0.2
O -1.068373 1.327688 2.709092 0.3 -0.2 -0.1
H -0.113571 1.355354 2.508500 -0.7 -0.2 0.2
C 2.144561 0.523889 -2.372935 -0.1 0.2 -1.2
H 2.824505 1.137398 -2.946827 0.1 0.0 0.3
C 1.085754 -0.146998 -2.677882 0.7 0.2 1.5
N 0.095567 -0.856685 -2.567272 -0.6 -0.4 -0.1
H -0.026819 -1.202809 -1.605844 -0.3 -0.1 -0.2
O -1.451597 -0.927630 2.038901 0.0 -0.5 -0.5
H -1.399078 0.303608 2.448539 0.4 0.7 -0.1

# 2
124
Properties=species:S:1:pos:R:3:forces:R:3 method="wB97M-V/def2-TZVPD" de_lowest_kj_mol=274.8 spin_multiplicity=1 total_charge=0 fmax_ev_per_a=6.21
H -6.135620 0.436291 1.846601 0.0 0.0 0.0
C 2.979738 -1.228938 5.485621 0.0 -0.1 -0.1
H 0.163730 -1.312974 -4.856949 0.0 0.0 0.0
C -5.703462 2.390052 0.092587 0.0 0.0 0.0
F -2.719449 5.249973 -3.137116 -0.1 0.0 0.0
H -2.658696 -5.110680 1.837954 0.0 0.0 0.0
H -4.119212 -0.737586 0.798435 0.0 0.0 0.0
O -2.690455 2.600486 -2.799507 0.0 -0.1 0.2
H -0.130578 -8.065952 3.095916 0.0 0.0 0.0
C -3.445897 2.322198 3.453264 0.1 0.1 0.0
H -6.514505 -3.264328 -0.656022 0.0 0.0 0.0
O 1.329779 1.154650 -2.273575 0.4 -0.1 -0.2
C -3.330540 -3.699924 0.366618 0.0 0.0 -0.1
C 4.852136 -2.248502 -0.293755 0.0 -0.1 -0.1
H 3.150351 -3.858530 3.364053 0.0 0.0 0.0
H -3.546093 1.382211 4.003995 0.0 0.0 0.0
C -5.289467 -1.269557 -5.214340 0.0 0.0 0.0
H 5.805897 -1.793461 -0.058945 0.0 0.0 0.0
O 1.291480 -0.734159 -0.910324 0.7 -0.2 -0.2
H -6.076029 -0.474436 -2.016139 0.0 0.0 0.0
S -1.629267 -0.098679 -3.971085 0.1 -0.3 0.0
H 3.219368 -3.783818 -2.823382 0.0 0.0 0.0
O -0.354573 2.703009 -3.598233 0.1 -0.2 0.1
C -0.425699 -5.957809 3.396762 0.0 0.0 0.0
S -1.340169 3.056772 -2.636017 -0.2 1.0 0.0
C 2.599074 -2.803312 0.370323 0.2 -0.2 0.1
C -1.237875 -4.025060 -1.341315 -0.1 0.0 0.0
H -1.372990 -2.151419 -5.153745 0.0 0.0 0.0
H -1.732747 -4.986753 -1.203721 0.0 0.0 0.0
C -4.206791 2.670824 0.084351 0.0 -0.1 0.0
C 3.404581 -3.367532 -1.841667 0.0 -0.1 0.2
C -3.916619 4.166737 0.160018 0.1 0.0 0.0
C -4.104084 -0.411917 -2.848046 0.0 0.0 0.0
C 0.862227 -4.485839 1.970203 0.0 0.0 0.0
C -6.062590 -1.076914 -4.076852 0.0 0.0 0.0
H 1.717607 0.491805 5.199632 0.0 0.0 0.0
C -5.864384 -4.693830 0.809848 0.0 0.0 0.0
C 0.274466 4.277933 0.906224 0.1 0.0 -0.1
P 1.156554 -2.736062 1.487950 0.4 0.1 0.1
H -4.238769 -2.364051 -1.039195 0.0 0.1 0.0
F -0.284429 3.629248 1.926433 -0.1 -0.1 0.1
C -3.340612 -0.621548 -3.984126 0.0 0.2 -0.1
C 3.834810 -2.228953 0.650695 -0.1 -0.1 0.1
C 1.419841 -5.601560 1.356806 0.1 0.0 0.0
O -1.787473 -1.629348 -0.221499 -0.1 -0.1 -0.2
S 0.557249 3.120166 -0.530407 -0.2 3.0 0.6
H -2.549781 3.331857 5.137358 0.0 0.0 0.0
H -1.362672 2.585929 4.061228 0.0 0.0 0.0
H 5.442416 -2.842739 -2.267545 0.0 0.0 0.0
C 3.383260 -2.454455 4.961475 0.0 0.1 0.0
H -5.884847 -1.194193 2.464786 0.0 0.0 0.0
H -7.130237 -1.250126 -4.115136 0.0 0.0 0.0
O 1.069759 2.008594 0.252635 0.8 1.1 0.0
C 0.139320 -7.067238 2.777421 0.0 0.0 0.0
F -0.683043 5.315736 -3.840683 0.1 0.0 -0.1
O 1.329679 3.883656 -1.444943 0.4 -0.2 -0.1
C -1.625214 -3.330237 -2.645065 0.0 0.1 0.0
C -2.313110 3.120550 4.089496 0.0 0.0 0.0
F 1.475530 4.701226 1.288531 0.1 0.0 0.0
C 1.898236 -2.148828 3.066441 0.1 -0.2 -0.1
H -5.921320 1.328334 -0.032185 0.0 0.0 0.0
H 0.361588 -3.191253 -3.472162 0.0 0.0 0.0
C -1.459042 4.932546 -2.841980 -0.2 -0.1 0.0
H -4.378988 4.678530 -0.689481 0.0 0.0 0.0
C -4.055648 -0.283440 1.790344 0.1 0.0 0.0
C 4.647157 -2.830120 -1.533583 0.1 0.0 0.1
F -0.478212 5.328326 0.625938 -0.1 0.1 0.0
H -2.848044 4.385976 0.126445 0.0 0.0 0.0
O 3.300764 0.485982 -1.127133 0.3 0.2 0.1
Cl 0.359508 0.069627 2.797549 -0.2 0.3 0.1
C -5.672462 -3.670504 -0.109692 0.0 0.0 0.0
H -5.751239 -1.595544 -6.136976 0.0 0.0 0.0
H -2.171300 4.079364 3.587687 0.0 0.0 0.0
H -3.642657 -2.161134 2.794736 0.0 0.0 0.0
N -0.958287 2.792505 -1.054698 0.9 2.6 -1.2
C -0.453002 -2.519495 -3.188640 -0.2 0.0 0.0
H 4.112523 -3.058686 5.484738 0.0 0.0 0.0
C -5.471421 -0.644116 -2.899298 0.0 0.0 0.0
C 1.058358 -6.883536 1.757752 0.0 0.0 0.0
C -3.925990 -1.023055 -5.177437 0.0 -0.1 0.0
C 2.844752 -2.900586 3.768672 0.0 -0.1 0.0
H -4.968191 3.307476 4.612445 0.0 0.0 0.0
C -4.786239 -5.220831 1.506365 0.0 0.0 0.0
C -0.074691 -4.683068 2.988544 0.0 0.0 0.0
H 2.155572 -5.479168 0.572448 0.0 0.0 0.0
H 1.508109 -7.740755 1.272365 0.0 0.0 0.0
H -3.823568 2.318127 -0.874425 0.1 0.0 0.0
H -3.620331 -0.072028 -1.941166 0.0 0.0 0.0
O -1.304281 0.096970 -2.516619 -0.8 -0.3 -1.6
H -1.141391 -6.088991 4.199640 0.0 0.0 0.0
H -3.073498 -0.749599 3.677354 0.0 0.0 0.0
H -4.939598 -6.013056 2.227418 0.0 0.0 0.0
C 1.516387 -0.939499 3.618458 0.1 0.2 0.0
H -0.065519 -1.883070 -2.396063 0.1 0.0 0.0
C 2.041289 -0.465358 4.815286 0.0 0.0 0.0
H -6.860260 -5.078521 0.987895 0.0 0.0 0.0
H -1.940352 -4.080624 -3.374631 0.0 0.0 0.0
C -0.765419 -1.651085 -4.396579 0.0 0.0 0.0
C -3.181442 -1.174976 2.675170 0.0 0.0 0.0
H 1.407679 -3.715873 -1.171129 0.4 0.1 0.1
O 2.487505 -0.778288 -2.940690 0.0 0.0 -0.2
H -0.158679 -4.185244 -1.282846 -0.4 -0.1 0.0
H 4.007728 -1.739310 1.599209 0.0 0.0 0.0
H -0.529228 -3.821942 3.469907 0.0 0.0 0.0
C -4.400816 -3.166606 -0.333974 0.0 0.0 0.0
H -4.726735 4.030350 3.030533 0.0 0.0 0.0
Sb -2.938473 1.568503 1.468386 -1.0 -0.1 0.7
Cl 2.153736 0.043598 -1.825005 -0.2 -0.4 -0.4
C 2.389704 -3.340238 -0.901461 0.2 -0.2 0.0
H -4.316666 4.614334 1.070466 0.0 0.0 0.0
C -3.509837 -4.720484 1.290512 0.0 0.0 0.0
Sr -0.548736 0.666717 -0.536690 -1.5 -5.7 2.1
H -6.190678 2.735159 1.005829 0.0 0.0 0.0
H -5.610038 2.509469 3.178157 0.0 0.0 0.0
C -5.446749 -0.191076 2.407674 0.0 0.0 0.0
H 3.397576 -0.866271 6.415637 0.0 0.0 0.0
H -5.400959 0.194127 3.428484 0.0 0.0 0.0
H -2.480303 -2.676339 -2.468383 0.0 0.0 0.0
H -6.170705 2.916780 -0.746327 0.0 0.0 0.0
C -4.764261 3.078984 3.560802 0.0 0.0 0.0
S -1.666092 -3.079617 0.160550 -0.3 0.0 0.2
H -2.177533 -1.312771 2.272340 0.0 0.0 0.0
H -3.328958 -1.141013 -6.074502 0.0 0.0 0.0
F -1.112148 5.597518 -1.749403 0.0 0.0 0.1

# 3
16
Properties=species:S:1:pos:R:3:forces:R:3 method="wB97M-V/def2-TZVPD" de_lowest_kj_mol=287.5 spin_multiplicity=1 total_charge=0 fmax_ev_per_a=3.07
O -3.251479 0.400759 -1.715308 0.4 -0.1 -0.3
H 2.643488 -0.237745 -0.555823 0.3 -0.9 -0.8
C -1.736686 1.564150 0.060961 -2.2 -0.6 1.0
H -2.816979 1.651969 0.407783 1.6 0.5 -0.3
C 2.259687 0.243824 0.313681 1.7 2.5 -0.7
C 0.110705 -1.712918 0.153403 1.2 -2.5 0.1
N -1.368822 0.203437 0.185534 -1.1 -1.7 -0.8
H -0.674178 -2.327108 -0.420865 1.0 1.2 1.2
H 2.528487 -0.316228 1.172637 0.0 -0.7 1.0
H 0.313723 -2.111457 1.218253 -0.7 0.4 -1.6
H 2.887075 1.216846 0.324490 -1.1 -1.4 0.3
S -1.835909 0.689235 -1.458049 -0.7 -0.4 0.0
H 1.091382 -1.809178 -0.376020 -0.7 -0.6 0.3
C -0.044923 -0.268138 0.191155 0.0 1.4 -0.1
H -1.000870 2.242315 0.328188 1.1 1.7 0.1
N 0.895299 0.570236 0.169979 -1.0 1.1 0.7

# 4
16
Properties=species:S:1:pos:R:3:forces:R:3 method="wB97M-V/def2-TZVPD" de_lowest_kj_mol=649.5 spin_multiplicity=1 total_charge=+1 fmax_ev_per_a=3.83
H -2.294815 -0.681006 -0.582362 -0.7 -0.1 0.4
H -1.019261 -0.027868 1.541408 -0.3 -1.1 1.7
C -1.118237 0.526889 0.668964 -0.9 1.0 -1.0
H -0.991033 1.531314 0.922503 0.2 1.8 0.3
C -0.141321 0.052837 -0.271197 1.8 -0.5 0.3
C -2.427522 0.303659 -0.096484 -2.2 -0.7 -1.2
H -0.114139 0.450549 -1.275110 0.4 0.2 -0.1
H 0.625390 -1.810105 -0.957206 0.8 -0.1 -0.7
C 0.535421 -1.215361 -0.072265 1.5 -0.9 -0.1
N 1.575773 -0.254162 0.401141 -3.8 -0.1 0.7
H 4.681180 1.050328 -0.273947 -0.1 -0.1 -0.1
H -2.675714 0.918758 -1.023340 0.9 0.0 1.4
N 2.683351 0.112841 -0.036502 1.5 0.9 -1.3
H -3.418902 0.310169 0.498816 2.0 -0.2 -0.6
C 3.697040 0.625280 -0.206708 -0.1 -0.4 0.0
H 0.402782 -1.894129 0.762286 -0.9 0.3 0.2